Record 1
This record from the Open Molecules 2025 dataset describes a structure of composition C41H23F15GeN2OsS3. The level of theory is the ωB97M-V functional and the def2-TZVPD basis.

The geometry in ORCA input format:
```
! RIJCOSX wB97M-V def2-TZVPD def2/J DEFGRID3
* xyz -2 5
Os -2.7307 -0.1419 0.5797
C -4.6752 -2.6971 1.9144
N -3.8291 -1.6364 2.4727
C -2.7363 -2.1814 3.2675
C -1.7373 -2.9267 2.4045
N -1.1178 -2.1001 1.3619
C -0.8082 -2.9607 0.2074
C 0.0602 -1.4285 1.8878
C 1.2753 -2.1049 1.9143
C 2.4297 -1.5239 2.4120
C 2.3742 -0.2244 2.8946
C 1.1764 0.4639 2.8682
C -0.0047 -0.1122 2.3774
S -1.4657 0.8524 2.4882
C -4.6568 -0.7137 3.2071
C -4.8750 -0.8204 4.5716
C -5.7485 0.0418 5.2220
C -6.3924 1.0354 4.5014
C -6.1672 1.1596 3.1402
C -5.3103 0.2867 2.4680
S -5.1074 0.4028 0.7318
H -5.5943 -2.2579 1.5339
H -4.9315 -3.4376 2.6876
H -4.1724 -3.1933 1.0845
H -3.1067 -2.8904 4.0261
H -2.2442 -1.3476 3.7686
H -2.2458 -3.7611 1.9166
H -0.9724 -3.3534 3.0657
H -0.3703 -3.9193 0.5159
H -0.1098 -2.4593 -0.4559
H -1.7314 -3.1597 -0.3376
H 1.3321 -3.1127 1.5238
H 3.3601 -2.0784 2.4120
H 3.2650 0.2524 3.2868
H 1.1240 1.4816 3.2344
H -4.3688 -1.5819 5.1512
H -5.9309 -0.0779 6.2831
H -7.0718 1.7143 5.0041
H -6.6466 1.9431 2.5671
F 3.4132 2.5010 -3.1086
C 2.5965 1.6387 -3.7372
C 2.2290 0.4371 -3.1553
C 1.4635 -0.3899 -3.9671
F 1.1085 -1.6047 -3.4972
C 1.0520 -0.0627 -5.2439
F 0.3319 -0.9141 -5.9908
C 1.4036 1.1702 -5.7614
F 1.0058 1.5282 -6.9900
C 2.1885 2.0184 -5.0072
F 2.5626 3.2013 -5.5243
Ge 2.3129 -0.3052 -1.1957
S -1.1780 -0.1535 -1.3852
C 3.8639 -1.5860 -1.8478
C 3.6587 -2.9435 -1.6700
F 2.4833 -3.3810 -1.1687
C 4.6023 -3.9103 -1.9692
F 4.3552 -5.2188 -1.7795
C 5.8326 -3.5160 -2.4591
F 6.7793 -4.4261 -2.7281
C 6.0753 -2.1720 -2.6762
F 7.2676 -1.7984 -3.1748
C 5.0898 -1.2447 -2.3908
F 5.3698 0.0412 -2.6609
C 3.5419 1.1802 -0.4162
C 2.9660 2.4352 -0.3008
F 1.7441 2.6317 -0.8220
C 3.5816 3.5028 0.3228
F 3.0071 4.7126 0.3946
C 4.8259 3.3166 0.8996
F 5.4540 4.3381 1.5002
C 5.4076 2.0651 0.8682
F 6.5939 1.8745 1.4775
C 4.7548 1.0280 0.2245
F 5.3566 -0.1816 0.2717
C -2.2498 1.0721 -0.9390
C -2.4867 2.3229 -1.5244
C -1.6713 2.8006 -2.5904
C -1.9168 4.0191 -3.1818
C -2.9807 4.8186 -2.7579
C -3.7743 4.3819 -1.6948
C -3.5382 3.1712 -1.0824
H -0.8378 2.1842 -2.9072
H -1.2686 4.3716 -3.9771
H -3.1786 5.7692 -3.2393
H -4.5837 5.0119 -1.3398
H -4.1520 2.8328 -0.2574
*
```

Output
HOMO level (spin up / spin down) (eV): -0.524 / -2.238
Expectation value of S²: 6.046
E_LUMO (spin up / spin down) (eV): 3.9 / 3.9

=====

Record 2
This record from the Open Molecules 2025 dataset describes a structure of composition CH2N2OS at a distorted geometry. The level of theory is the ωB97M-V functional and the def2-TZVPD basis.

The geometry in ORCA input format:
```
! RIJCOSX wB97M-V def2-TZVPD def2/J DEFGRID3
* xyz 0 1
C -0.9043 -0.1309 0.0091
N -0.2427 0.9924 -0.0229
N 0.9313 1.2137 0.0460
O 1.7904 0.1830 -0.0422
S 1.2043 -1.3513 0.0261
H -1.3199 -0.4676 0.9231
H -1.4591 -0.4393 -0.9392
*
```

Output
HOMO level (eV): -8.640
Energy relative to the best compared isomer or geometry (same formula, charge and spin) (kcal per mole): 60.8
E_LUMO (eV): -0.3

=====

Record 3
This record from the Open Molecules 2025 dataset describes a structure of composition C11H17IrN4O2S at a distorted geometry. The level of theory is the ωB97M-V functional and the def2-TZVPD basis.

The geometry in ORCA input format:
```
! RIJCOSX wB97M-V def2-TZVPD def2/J DEFGRID3
* xyz 3 2
Ir 0.4088 -0.0015 -0.0325
N 3.6856 1.0353 2.5813
C 2.7040 0.4905 1.8995
S 2.4744 0.8155 0.2127
N 1.9108 -0.4087 2.4736
N 0.8544 -0.7235 1.7468
C 0.1060 -1.7306 2.2118
C -1.0296 -2.0878 1.4599
C -1.9772 -3.0066 1.8914
C -3.0919 -3.2517 1.0817
C -3.1997 -2.5753 -0.1142
C -2.1947 -1.6614 -0.4969
N -1.1413 -1.4242 0.2662
H 4.3511 1.6686 2.1593
H 3.8309 0.7847 3.5531
H 0.3891 -2.2312 3.1334
H -1.8567 -3.5000 2.8485
H -3.8527 -3.9563 1.3928
H -4.0425 -2.7335 -0.7751
H -2.2572 -1.1470 -1.4470
C 1.4264 -0.3900 -3.0102
O 0.5154 0.3248 -2.1186
C 0.2534 1.7016 -2.4720
C -0.9052 2.0940 -1.6172
O -0.5500 1.8754 -0.2174
C -0.0484 3.0559 0.4872
H 0.9719 -0.4261 -3.9977
H 1.5427 -1.3967 -2.6197
H 2.3845 0.1264 -3.0587
H -0.0051 1.7884 -3.5286
H 1.1479 2.3040 -2.2867
H -1.7663 1.4548 -1.8085
H -1.1973 3.1303 -1.7859
H -0.8362 3.8066 0.4690
H 0.8519 3.4353 0.0046
H 0.1428 2.7599 1.5140
*
```

Output
HOMO level (spin up / spin down) (eV): -19.315 / -19.192
Expectation value of S²: 0.866
Energy relative to the best compared isomer or geometry (same formula, charge and spin) (kcal per mole): 0.0
E_LUMO (spin up / spin down) (eV): -14.0 / -14.0

=====

Record 4
This record from the Open Molecules 2025 dataset describes an isolated molecule of C30H50. The level of theory is the ωB97M-V functional and the def2-TZVPD basis.

The geometry in ORCA input format:
```
! RIJCOSX wB97M-V def2-TZVPD def2/J DEFGRID3
* xyz 0 1
C -1.5807 2.6592 0.1538
C -0.1888 3.1107 0.4810
C 0.4370 2.4223 1.6628
C 0.4203 4.0570 -0.2239
C 1.7925 4.6056 0.0146
C 2.8126 4.1024 -1.0266
C 3.0680 2.6256 -0.8696
C 2.2441 1.7396 -1.7528
C 3.9523 2.1905 0.0225
C 4.2647 0.7591 0.3295
C 5.3503 0.1881 -0.6060
C 5.3952 -1.3110 -0.4734
C 6.2777 -1.8298 0.6210
C 4.6306 -2.0629 -1.2563
C 4.4161 -3.5443 -1.1750
C 3.3142 -3.8571 -0.1436
C 2.0832 -3.0548 -0.4292
C 1.5003 -2.1670 0.3682
C 1.9755 -1.8520 1.7594
C 0.2586 -1.4369 -0.0659
C -0.9772 -1.9252 0.7085
C -2.2209 -1.2511 0.2231
C -3.0815 -0.5397 0.9431
C -2.9355 -0.3027 2.4209
C -4.3183 0.0384 0.3141
C -5.5779 -0.7256 0.7635
C -6.8028 -0.1523 0.1206
C -7.4162 -0.5931 -0.9708
C -6.9928 -1.7944 -1.7641
C -8.6404 0.0899 -1.5081
H -1.5912 1.5964 -0.0895
H -2.2293 2.8023 1.0178
H -1.9920 3.2141 -0.6858
H 1.4771 2.1732 1.4665
H -0.1054 1.5080 1.8915
H 0.3993 3.0651 2.5430
H -0.0973 4.4927 -1.0703
H 1.7465 5.6965 -0.0508
H 2.1466 4.3413 1.0108
H 3.7438 4.6566 -0.8894
H 2.4332 4.3123 -2.0283
H 1.1953 2.0258 -1.6890
H 2.5610 1.8647 -2.7890
H 2.3416 0.6906 -1.4916
H 4.5207 2.9216 0.5845
H 3.3699 0.1450 0.2192
H 4.6029 0.6756 1.3645
H 5.0997 0.4649 -1.6311
H 6.3162 0.6315 -0.3580
H 7.3074 -1.5155 0.4483
H 6.2524 -2.9128 0.6888
H 5.9653 -1.4168 1.5801
H 4.0263 -1.5630 -2.0027
H 4.1055 -3.9154 -2.1538
H 5.3317 -4.0674 -0.8935
H 3.0717 -4.9232 -0.1955
H 3.6878 -3.6460 0.8573
H 1.6653 -3.2225 -1.4149
H 1.6042 -2.5952 2.4660
H 3.0609 -1.8479 1.8154
H 1.6131 -0.8752 2.0725
H 0.3824 -0.3641 0.1056
H 0.0906 -1.5890 -1.1342
H -1.0752 -3.0041 0.5510
H -0.8342 -1.7574 1.7748
H -2.4063 -1.3736 -0.8375
H -3.5665 0.5240 2.7381
H -1.9070 -0.0668 2.6856
H -3.2292 -1.1898 2.9823
H -4.2471 -0.0145 -0.7739
H -4.4246 1.0898 0.5929
H -5.6751 -0.6469 1.8482
H -5.4577 -1.7807 0.5163
H -7.1871 0.7382 0.6031
H -7.6912 -2.6157 -1.5988
H -5.9955 -2.1302 -1.5001
H -7.0075 -1.5588 -2.8273
H -8.4462 0.4838 -2.5059
H -9.4629 -0.6204 -1.5885
H -8.9499 0.9106 -0.8664
*
```

Output
HOMO level (eV): -8.297
Energy relative to the best compared isomer or geometry (same formula, charge and spin) (kcal per mole): 5.2
E_LUMO (eV): 0.8
SMILES: CC(C)=CCC/C(C)=C/CC/C(C)=C/CC/C=C(\C)CC/C=C(\C)CCC=C(C)C

=====

Record 5
This record from the Open Molecules 2025 dataset describes a structure of composition C4H11ClNOPd at a distorted geometry. The level of theory is the ωB97M-V functional and the def2-TZVPD basis.

The geometry in ORCA input format:
```
! RIJCOSX wB97M-V def2-TZVPD def2/J DEFGRID3
* xyz 1 3
Pd -0.4020 2.7721 2.7868
Cl -0.7182 0.9339 2.5889
C 0.3189 1.1044 -1.8414
C -0.5140 0.8133 -0.4507
C -0.6201 -0.6898 -0.1590
O 0.6916 -1.0144 0.0708
C 0.8005 -2.4143 0.3639
N 0.0071 1.6511 0.6204
H 0.1477 2.1576 -2.0640
H -0.0023 0.3716 -2.5816
H 1.3915 0.9571 -1.7158
H -1.4649 1.3090 -0.6461
H -1.0704 -1.1852 -1.0191
H -1.3351 -0.9389 0.6251
H 0.3897 -3.0065 -0.4539
H 0.2945 -2.6314 1.3046
H 1.8208 -2.7917 0.2963
H -0.5949 1.4298 1.4006
H 0.8594 1.1722 0.8742
*
```

Output
HOMO level (spin up / spin down) (eV): -13.856 / -13.852
Expectation value of S²: 2.008
Energy relative to the best compared isomer or geometry (same formula, charge and spin) (kcal per mole): 133.3
E_LUMO (spin up / spin down) (eV): -4.7 / -7.2

=====

Record 6
This record from the Open Molecules 2025 dataset describes an isolated molecule of C19H32N2O3. The level of theory is the ωB97M-V functional and the def2-TZVPD basis.

The geometry in ORCA input format:
```
! RIJCOSX wB97M-V def2-TZVPD def2/J DEFGRID3
* xyz 0 1
C -1.5396 -2.2724 1.9335
O -1.7151 -1.6862 0.6698
C -2.9730 -1.9414 0.0643
C -2.8118 -1.6560 -1.4300
C -2.3518 -0.2056 -1.6281
N -2.9835 0.6697 -0.6626
C -2.4314 1.7374 -0.0428
O -3.0487 2.3747 0.7920
C -0.9911 2.0969 -0.3973
C -0.7326 3.6008 -0.2287
C 0.5837 3.8822 0.5065
C 1.6814 2.8985 0.1577
O 2.8070 3.2313 -0.1630
N 1.2975 1.6064 0.2819
C 2.2471 0.5347 0.0239
C 1.9748 -0.0910 -1.3507
C 2.6753 -1.4282 -1.6032
C 4.1011 -1.5206 -1.0555
C 4.1496 -2.0277 0.3858
C 3.6686 -1.0256 1.4323
C 2.2658 -0.4742 1.1778
C -0.0847 1.3172 0.5733
C -4.2804 0.2062 -0.2155
C -4.1033 -1.0590 0.6329
H -1.6627 -3.3615 1.8829
H -0.5231 -2.0367 2.2438
H -2.2388 -1.8747 2.6767
H -3.2238 -3.0041 0.2134
H -2.0653 -2.3252 -1.8571
H -3.7637 -1.8439 -1.9261
H -2.5969 0.1251 -2.6470
H -1.2720 -0.1780 -1.5037
H -0.7535 1.8047 -1.4213
H -1.5568 4.0363 0.3402
H -0.7105 4.0770 -1.2097
H 0.9389 4.8881 0.2838
H 0.4234 3.8138 1.5856
H 3.2163 1.0438 -0.0084
H 0.8996 -0.2488 -1.4670
H 2.2836 0.6338 -2.1071
H 2.6933 -1.5904 -2.6835
H 2.0849 -2.2395 -1.1716
H 4.5961 -0.5522 -1.1312
H 4.6640 -2.2244 -1.6737
H 5.1795 -2.3013 0.6285
H 3.5476 -2.9378 0.4557
H 3.6821 -1.5203 2.4072
H 4.3688 -0.1889 1.4815
H 1.9351 0.0414 2.0827
H 1.5712 -1.2934 0.9859
H -0.2570 0.2438 0.4912
H -0.3387 1.6204 1.5968
H -4.9063 0.0085 -1.0903
H -4.7357 1.0036 0.3728
H -3.8459 -0.7694 1.6518
H -5.0385 -1.6181 0.6629
*
```

Output
HOMO level (eV): -8.804
Energy relative to the best compared isomer or geometry (same formula, charge and spin) (kcal per mole): 30.8
E_LUMO (eV): 0.6
SMILES: COC1CCN(C(=O)[C@H]2CCC(=O)N(C3CCCCCC3)C2)CC1